# C4H12

A cluster of 2 separate species, C4H12 in total in a non-equilibrium geometry (wB97M-V/def2-TZVPD, OMol25).

Last column: Löwdin charge in e.
Element x y z (Å)
C 0.5723 0.4400 -2.6500  -0.08
C 1.2547 1.8248 -3.0345  -0.29
C 1.7696 2.5657 -1.8152  -0.11
H 1.0052 0.1288 -1.7010  0.06
H 0.5575 -0.3795 -3.4199  0.08
H -0.4179 0.5668 -2.4872  0.01
H 0.6198 2.4209 -3.6236  0.07
H 1.9020 1.6935 -3.8231  0.06
H 2.4754 1.8690 -1.4087  0.06
H 2.3621 3.4157 -1.9818  0.05
H 0.9669 2.7988 -1.0972  0.09
C -2.5973 -3.5189 5.4233  -0.08
H -3.1947 -2.8395 6.1684  0.05
H -2.1650 -4.4485 5.8611  0.02
H -1.8550 -2.7729 5.0009  0.02
H -3.2556 -3.7647 4.5884  0.00

Results
* HOMO level: -11.193 eV
* electronic energy: -4341.5660 eV
* SMILES string: CCC.C
* lowest unoccupied orbital energy: 1.283 eV
* relative energy (zero: lowest compared OMol25 entry of this formula, charge and spin): 22.2 kcal per mole
* HOMO-LUMO gap: 12.48 eV